(1)
22
Properties=species:S:1:pos:R:3 method="wB97M-V/def2-TZVPD" homo_ev=-9.64 energy_ha=-496.52275 relative_energy_kcal_mol=46.65 smiles=c1ccncc1.c1ccncc1 multiplicity=1
N -4.05 2.06 0.06
C -3.37 3.03 -0.60
C -5.37 2.22 0.32
C -4.01 4.09 -1.25
C -6.10 3.37 -0.21
C -5.40 4.31 -0.98
H -2.32 2.86 -0.87
H -5.81 1.38 0.87
H -3.48 4.81 -1.89
H -7.18 3.52 -0.08
H -5.98 5.13 -1.43
N 4.80 -4.34 1.85
C 3.89 -4.41 0.86
C 5.81 -3.42 1.71
C 3.84 -3.58 -0.20
C 5.80 -2.46 0.62
C 4.80 -2.54 -0.34
H 3.13 -5.21 0.89
H 6.57 -3.52 2.50
H 3.08 -3.63 -0.99
H 6.59 -1.73 0.43
H 4.77 -1.96 -1.27

***

(2)
15
Properties=species:S:1:pos:R:3 method="wB97M-V/def2-TZVPD" homo_ev=-8.70 energy_ha=-304.82922 relative_energy_kcal_mol=3.94 smiles=CCn1ccnc1 multiplicity=1
C 0.11 -2.02 0.31
C 0.33 -0.95 -0.76
N 0.00 0.39 -0.29
C 0.77 1.22 0.49
C -0.02 2.33 0.72
N -1.23 2.18 0.11
C -1.19 1.02 -0.48
H 0.36 -3.01 -0.10
H 0.75 -1.84 1.18
H -0.93 -2.03 0.64
H -0.29 -1.14 -1.64
H 1.38 -0.93 -1.09
H 1.78 0.91 0.76
H 0.16 3.26 1.23
H -1.99 0.61 -1.08

***

(3)
73
Properties=species:S:1:pos:R:3 method="wB97M-V/def2-TZVPD" homo_ev="-5.38 / -5.53" charge=-1 energy_ha=-2411.90225 multiplicity=5
Rh 0.70 0.95 0.06
O -2.09 -0.69 2.84
C -1.31 -0.06 2.14
O -0.77 -0.45 1.05
C -0.95 1.35 2.58
C -1.35 1.95 3.76
C -1.00 3.27 3.98
C -0.31 3.99 3.00
C 0.06 3.33 1.84
N -0.25 2.05 1.69
C 0.75 3.96 0.64
O 0.98 5.16 0.69
O 0.97 3.16 -0.33
H -1.91 1.36 4.47
H -1.29 3.76 4.90
H -0.05 5.03 3.11
N 1.41 -6.49 1.97
C 1.66 -5.13 2.17
C 0.60 -4.23 2.25
C 0.83 -2.88 2.49
C 2.13 -2.43 2.65
C 3.20 -3.32 2.59
C 2.96 -4.66 2.36
S 2.43 -0.71 2.94
O 3.76 -0.60 3.49
O 1.30 -0.23 3.70
N 2.32 0.06 1.52
C 3.26 -0.09 0.57
N 3.06 0.77 -0.47
C 3.89 0.70 -1.50
C 4.94 -0.20 -1.54
C 5.03 -1.07 -0.45
N 4.21 -1.04 0.58
H 0.55 -6.69 1.49
H 2.18 -6.99 1.55
H -0.42 -4.58 2.12
H 0.00 -2.20 2.54
H 4.20 -2.94 2.72
H 3.79 -5.36 2.32
H 3.71 1.39 -2.31
H 5.63 -0.24 -2.37
H 5.80 -1.84 -0.43
C -5.40 0.08 -3.36
C -4.36 0.61 -2.40
C -4.76 1.26 -1.23
C -3.82 1.75 -0.33
C -4.24 2.42 0.95
C -2.48 1.59 -0.61
C -2.02 0.92 -1.78
C -3.02 0.44 -2.68
N -0.69 0.77 -1.85
C 0.11 0.33 -3.01
C 0.86 -0.94 -2.56
C 1.08 1.50 -3.26
C -0.56 0.00 -4.34
H -6.41 0.29 -3.01
H -5.30 -1.00 -3.48
H -5.29 0.53 -4.35
H -5.81 1.36 -1.02
H -5.32 2.55 1.00
H -3.77 3.40 1.05
H -3.93 1.82 1.81
H -1.74 1.98 0.06
H -2.76 -0.08 -3.58
H 1.30 -0.85 -1.56
H 1.68 -1.15 -3.25
H 0.18 -1.79 -2.54
H 1.57 1.83 -2.34
H 0.53 2.35 -3.65
H 1.83 1.20 -4.00
H -1.20 -0.88 -4.28
H 0.24 -0.24 -5.05
H -1.11 0.84 -4.75

***

(4)
69
Properties=species:S:1:pos:R:3 method="wB97M-V/def2-TZVPD" homo_ev=-16.55 charge=+3 energy_ha=-2266.45623 multiplicity=1
Pb -0.76 0.41 0.78
C 2.39 1.83 -0.16
C 2.67 0.73 0.84
O 1.65 0.60 1.84
C 1.72 1.51 2.95
C 0.88 2.75 2.73
O -0.48 2.45 2.39
C -1.42 2.44 3.48
C -1.58 1.06 4.10
O -1.87 0.05 3.12
C -3.25 -0.26 2.94
C -4.01 0.81 2.17
O -3.12 1.36 1.20
C -3.73 2.10 0.14
C -2.63 2.90 -0.52
O -1.67 1.94 -1.02
C -0.75 2.43 -2.00
C 0.58 2.81 -1.37
O 1.08 1.65 -0.69
H 3.13 1.76 -0.96
H 2.48 2.82 0.30
H 3.64 0.90 1.31
H 2.70 -0.23 0.33
H 2.76 1.80 3.13
H 1.36 0.95 3.81
H 1.27 3.34 1.90
H 0.92 3.37 3.63
H -2.36 2.78 3.05
H -1.11 3.14 4.25
H -2.36 1.10 4.86
H -0.65 0.75 4.58
H -3.73 -0.44 3.90
H -3.26 -1.20 2.37
H -4.37 1.61 2.83
H -4.88 0.36 1.68
H -4.50 2.78 0.53
H -4.18 1.40 -0.57
H -2.16 3.56 0.21
H -3.04 3.49 -1.34
H -1.17 3.27 -2.54
H -0.60 1.60 -2.70
H 0.46 3.63 -0.66
H 1.27 3.12 -2.16
N 0.27 -1.43 -1.17
C 1.22 -1.80 -1.86
C 2.17 -1.69 -2.89
C 2.19 -0.47 -3.59
C 3.04 -0.32 -4.66
C 3.88 -1.37 -5.04
C 3.87 -2.57 -4.33
C 3.02 -2.74 -3.26
C 0.49 -2.93 -0.97
C 1.04 -3.34 0.27
C 0.91 -4.65 0.67
C 0.27 -5.57 -0.17
C -0.27 -5.18 -1.40
C -0.20 -3.87 -1.79
H 1.52 0.33 -3.28
H 3.04 0.61 -5.22
H 4.55 -1.24 -5.88
H 4.53 -3.37 -4.64
H 3.01 -3.68 -2.72
H 1.50 -2.60 0.91
H 1.31 -4.96 1.62
H 0.17 -6.60 0.15
H -0.76 -5.91 -2.03
H -0.62 -3.54 -2.73
I -3.23 -2.02 -0.77
I -4.25 -4.34 0.11

***

(5)
80
Properties=species:S:1:pos:R:3 method="wB97M-V/def2-TZVPD" homo_ev="-8.74 / -9.47" energy_ha=-3098.00773 multiplicity=2
C 0.18 0.22 1.21
C 1.37 1.13 0.90
C 1.71 0.86 -0.59
C 2.56 0.71 1.79
C 3.41 1.84 2.43
P 4.83 2.33 1.33
N 5.69 3.50 1.84
O 4.15 2.64 -0.09
O 5.73 1.04 1.06
S 4.15 1.17 3.94
O 4.72 -0.11 3.65
O 5.01 2.11 4.58
C 2.75 0.92 5.17
F 2.61 2.08 5.85
F 1.59 0.57 4.59
C 3.13 -0.18 6.20
F 4.36 0.09 6.69
F 3.16 -1.39 5.59
C 2.12 -0.25 7.40
F 0.99 0.43 7.15
F 2.71 0.30 8.48
C 1.73 -1.70 7.79
F 2.80 -2.43 8.08
F 0.99 -2.28 6.81
F 0.95 -1.60 8.90
C 2.63 3.14 2.80
C 1.19 3.23 2.29
C 0.93 4.74 2.07
C 0.16 2.76 3.32
N 1.04 2.57 0.99
O -0.02 2.88 0.36
H 0.10 -0.03 2.26
H -0.75 0.62 0.83
H 0.36 -0.72 0.69
H 2.27 -0.06 -0.70
H 2.19 1.71 -1.05
H 0.77 0.72 -1.11
H 2.20 0.01 2.53
H 3.24 0.13 1.18
H 5.43 3.84 2.75
H 4.88 2.74 -0.71
H 5.23 0.41 0.53
H 2.67 3.36 3.86
H 3.17 3.94 2.32
H 1.06 5.01 1.03
H -0.08 5.01 2.34
H 1.62 5.34 2.66
H 0.49 3.10 4.29
H 0.07 1.68 3.39
H -0.81 3.20 3.16
C -2.90 -1.61 -3.90
C -2.27 -1.17 -2.59
O -1.08 -0.42 -2.75
C -1.21 0.80 -3.46
C -2.16 1.79 -2.82
H -2.18 -2.16 -4.51
H -3.76 -2.25 -3.71
H -3.25 -0.76 -4.49
H -1.98 -2.05 -2.02
H -2.99 -0.63 -1.98
H -1.48 0.61 -4.50
H -0.20 1.23 -3.48
H -3.19 1.43 -2.82
H -2.15 2.73 -3.37
H -1.87 1.98 -1.79
C -6.18 -3.99 -8.50
C -4.96 -3.69 -7.65
O -5.21 -3.72 -6.25
C -5.67 -4.95 -5.73
C -4.70 -6.11 -5.92
H -6.99 -3.31 -8.25
H -5.93 -3.88 -9.56
H -6.54 -5.01 -8.35
H -4.61 -2.68 -7.86
H -4.13 -4.37 -7.90
H -6.65 -5.20 -6.14
H -5.81 -4.77 -4.66
H -4.56 -6.35 -6.97
H -5.08 -7.00 -5.42
H -3.72 -5.86 -5.50

***

(6)
82
Properties=species:S:1:pos:R:3 method="wB97M-V/def2-TZVPD" homo_ev=-10.37 energy_ha=-3959.89616 relative_energy_kcal_mol=97.88 smiles="CCOS(C)(=O)=O.CCOS(C)(=O)=O.CCOS(C)(=O)=O.CCOS(C)(=O)=O.CCOS(C)(=O)=O.C[N+](=O)[O-]" multiplicity=1
O -4.02 -0.07 6.60
S -2.90 -0.96 6.93
O -2.69 -2.22 6.19
O -1.46 -0.05 6.99
C -1.05 0.49 5.73
C 0.44 0.79 5.57
C -3.03 -1.39 8.66
H -1.70 1.26 5.31
H -1.29 -0.31 5.02
H 0.85 1.32 6.43
H 0.62 1.34 4.65
H 0.84 -0.22 5.53
H -2.91 -0.50 9.27
H -2.38 -2.21 8.99
H -4.00 -1.87 8.79
O -0.56 -0.42 2.55
S -0.19 -1.87 2.71
O 0.73 -2.29 3.72
O -1.59 -2.71 2.85
C -2.67 -2.47 1.96
C -4.00 -3.04 2.43
C 0.41 -2.60 1.03
H -2.38 -2.82 0.97
H -2.75 -1.39 1.86
H -4.12 -2.62 3.43
H -3.91 -4.12 2.58
H -4.87 -2.69 1.87
H -0.07 -3.58 0.95
H 1.48 -2.77 0.99
H 0.04 -1.92 0.27
O -1.36 4.11 -5.57
S -1.14 2.71 -5.22
O -0.23 2.41 -4.08
O -2.62 1.98 -5.15
C -2.82 0.72 -4.49
C -3.48 1.08 -3.14
C -0.73 1.71 -6.74
H -1.84 0.27 -4.42
H -3.47 0.10 -5.11
H -4.38 1.57 -3.49
H -2.87 1.58 -2.39
H -3.83 0.21 -2.57
H -0.40 0.71 -6.44
H -0.03 2.28 -7.34
H -1.60 1.56 -7.38
O 1.93 -4.15 -4.27
S 0.92 -4.19 -3.24
O 0.75 -5.37 -2.37
O 1.10 -2.86 -2.24
C 1.93 -1.75 -2.65
C 1.34 -0.37 -2.35
C -0.67 -3.81 -4.12
H 2.08 -1.70 -3.72
H 2.93 -1.96 -2.26
H 1.17 -0.44 -1.27
H 0.41 -0.27 -2.90
H 1.92 0.52 -2.58
H -1.49 -3.98 -3.42
H -0.80 -4.41 -5.03
H -0.56 -2.75 -4.33
O 4.66 2.27 1.30
S 4.29 1.43 0.14
O 3.53 0.15 0.25
O 3.54 2.39 -1.04
C 4.15 3.60 -1.46
C 2.97 4.59 -1.67
C 5.89 1.05 -0.86
H 4.73 3.37 -2.35
H 4.85 4.02 -0.74
H 2.28 4.30 -2.46
H 3.29 5.58 -1.98
H 2.43 4.87 -0.76
H 5.52 0.37 -1.63
H 6.52 0.39 -0.27
H 6.29 1.99 -1.25
C 0.67 2.34 1.12
N -0.07 2.10 -0.13
O -0.95 1.24 -0.14
O 0.02 3.04 -0.92
H 0.78 1.44 1.72
H 0.05 2.95 1.78
H 1.55 2.92 0.82

***

(7)
150
Properties=species:S:1:pos:R:3 method="wB97M-V/def2-TZVPD" homo_ev=-7.38 energy_ha=-8173.04809 relative_energy_kcal_mol=0.00 smiles="COCCCCc1c(CON=O)cc(CCOCC(F)(F)C(F)(F)C(F)(F)C(F)F)c2c1Nc1cc(CCO)ccc1S2.O=S1(=O)OCCO1.O=S1(=O)OCCO1.O=S1(=O)OCCO1.O=S1(=O)OCCO1.O=S1(=O)OCCO1.O=S1(=O)OCCO1.O=S1(=O)OCCO1" multiplicity=1
C 5.87 -6.46 0.19
O 5.22 -5.71 -0.87
C 6.15 -4.87 -1.60
C 5.71 -4.83 -3.17
C 4.91 -3.48 -3.58
C 3.59 -3.21 -2.68
C 2.22 -3.06 -3.51
C 1.76 -4.31 -4.38
C 2.62 -5.70 -4.45
O 3.68 -5.65 -5.47
N 3.16 -5.30 -6.68
O 3.83 -4.39 -7.12
C 0.41 -4.33 -5.23
C -0.51 -3.06 -5.19
C -1.91 -3.09 -6.02
C -2.95 -3.89 -5.04
O -4.22 -4.21 -5.68
C -4.87 -5.15 -4.76
C -6.40 -4.76 -4.43
F -7.21 -5.32 -5.49
F -6.64 -3.35 -4.41
C -6.82 -5.54 -3.08
F -8.16 -6.04 -3.30
F -6.00 -6.73 -2.87
C -6.76 -4.65 -1.74
F -5.70 -3.68 -1.71
F -6.48 -5.56 -0.64
C -8.21 -4.00 -1.36
F -8.11 -3.00 -0.32
F -8.82 -3.33 -2.50
C -0.02 -1.83 -4.34
C 1.29 -1.76 -3.49
N 1.67 -0.58 -2.67
C 0.52 -0.01 -1.91
C 0.69 0.38 -0.38
C -0.56 0.98 0.42
C -0.38 1.32 1.99
C -1.81 1.06 2.70
O -1.74 0.88 4.15
C -1.96 1.25 -0.24
C -2.13 0.86 -1.75
C -0.92 0.25 -2.54
S -1.08 -0.28 -4.33
H 6.86 -6.96 -0.13
H 5.21 -7.31 0.62
H 6.10 -5.75 1.07
H 7.19 -5.40 -1.59
H 6.28 -3.81 -1.18
H 6.67 -4.91 -3.83
H 5.13 -5.80 -3.37
H 4.70 -3.41 -4.72
H 5.65 -2.61 -3.36
H 3.82 -2.33 -1.98
H 3.46 -4.14 -1.99
H 2.99 -5.95 -3.40
H 1.89 -6.53 -4.80
H 0.07 -5.22 -5.87
H -1.80 -3.59 -7.04
H -2.32 -2.02 -6.21
H -3.07 -3.28 -4.07
H -2.42 -4.91 -4.82
H -4.76 -6.25 -5.09
H -4.30 -5.07 -3.74
H -8.92 -4.84 -1.00
H 2.33 -0.90 -1.93
H 1.72 0.19 0.13
H -0.01 2.40 2.17
H 0.34 0.51 2.40
H -2.51 1.98 2.51
H -2.38 0.14 2.26
H -2.65 0.58 4.40
H -2.87 1.70 0.29
H -3.12 0.98 -2.34
C 4.03 0.87 -6.28
C 4.87 2.13 -6.15
O 5.26 2.17 -4.77
S 5.42 0.65 -4.23
O 6.81 0.30 -4.29
O 4.63 0.51 -3.04
O 4.66 -0.10 -5.45
H 3.01 1.03 -5.91
H 3.98 0.52 -7.31
H 4.32 3.03 -6.42
H 5.78 2.07 -6.75
C -0.47 6.20 4.85
C 0.79 5.40 4.54
O 0.36 4.35 3.67
S -0.87 4.90 2.76
O -0.34 5.31 1.49
O -1.96 3.98 2.88
O -1.21 6.22 3.63
H -1.08 5.69 5.60
H -0.25 7.21 5.18
H 1.25 4.99 5.44
H 1.52 6.01 4.01
C 3.37 6.62 9.25
C 2.33 5.52 9.04
O 1.31 6.12 8.23
S 1.99 7.22 7.25
O 2.21 6.61 5.97
O 1.30 8.46 7.41
O 3.43 7.32 8.01
H 3.04 7.32 10.02
H 4.35 6.22 9.51
H 1.92 5.15 9.98
H 2.76 4.68 8.48
C 4.47 11.58 4.65
C 4.86 10.11 4.83
O 4.36 9.75 6.12
S 3.01 10.60 6.42
O 1.88 9.77 6.10
O 3.16 11.25 7.69
O 3.18 11.70 5.24
H 5.16 12.23 5.20
H 4.45 11.87 3.60
H 5.94 9.96 4.77
H 4.36 9.48 4.08
C -8.18 -8.58 -6.07
C -8.86 -9.09 -4.81
O -10.12 -9.60 -5.24
S -9.96 -10.19 -6.75
O -9.78 -11.61 -6.65
O -10.96 -9.59 -7.58
O -8.52 -9.52 -7.09
H -8.57 -7.60 -6.36
H -7.09 -8.52 -5.96
H -8.99 -8.31 -4.07
H -8.30 -9.92 -4.37
C 7.21 2.09 9.45
C 7.22 3.58 9.77
O 6.70 4.21 8.60
S 5.61 3.22 7.91
O 4.30 3.62 8.34
O 5.96 3.06 6.53
O 6.01 1.87 8.71
H 8.06 1.82 8.82
H 7.22 1.48 10.35
H 8.22 3.95 9.99
H 6.55 3.81 10.61
C -7.07 2.72 -0.16
C -6.23 3.98 -0.02
O -5.84 4.01 1.35
S -5.67 2.49 1.89
O -4.27 2.14 1.82
O -6.45 2.34 3.08
O -6.43 1.74 0.67
H -8.08 2.87 0.21
H -7.12 2.37 -1.19
H -6.79 4.88 -0.29
H -5.32 3.92 -0.63